Below is a structure of composition C38H48BClGe2N6O5SY in a non-equilibrium geometry, with properties calculated with wB97M-V/def2-TZVPD.

Each line ends with the Löwdin charge.
Element x y z (Å)
C1 2.7077 1.8339 -2.0769  -0.3281
O1 -0.8002 -0.6322 1.7300  -0.1092
H1 0.0593 2.4068 3.7106  0.0562
H2 0.4793 -1.3962 3.8265  0.0748
H3 4.5255 -4.2830 -0.5271  0.0857
O2 1.2624 1.7794 1.1808  -0.4294
H4 -0.3717 4.1081 -3.5343  0.0605
N1 3.4178 -0.0979 -1.4148  0.0349
H5 -2.4918 -1.3605 -3.2830  -0.0083
C2 -5.0978 -1.7797 -0.5906  -0.0677
N2 2.3942 -2.3825 -0.9690  0.0283
C3 2.2384 -0.6672 2.8329  -0.3281
H6 4.5583 2.3843 -3.1680  0.1130
H7 6.2709 -0.4344 -1.4465  0.0675
C4 3.6096 -0.6040 3.0956  0.0180
Cl1 -6.7525 -2.6271 1.4117  0.6437
C5 -2.9518 -1.3500 1.0823  -0.1428
H8 -1.2314 -4.5065 -1.6278  0.0856
H9 6.3344 0.3514 -3.0272  0.0824
C6 1.1525 -0.5419 3.8530  -0.0242
H10 -0.6320 6.5028 -3.9202  0.0997
H11 4.5960 -3.6655 -2.1714  0.0750
H12 5.9858 -1.7841 1.1022  0.0793
H13 0.5448 0.3455 3.6957  0.0481
H14 -7.2740 1.6388 -0.4658  0.1006
C7 -4.2981 2.0252 -2.0464  -0.1269
H15 -5.7539 1.5283 1.4848  0.1050
C8 1.3949 -4.2677 -1.4878  0.0151
C9 -1.9055 -1.0953 2.0064  -0.1531
C10 1.8221 3.0180 -2.2686  -0.0296
H16 -4.2537 -2.0261 2.6720  0.1169
C11 -1.0976 6.0460 -3.0547  -0.0829
H17 -3.8551 -1.0817 -2.1659  0.0707
N3 2.0230 -0.8856 1.5350  0.0257
H18 -1.4897 -3.4057 -0.2759  0.0830
N4 2.3405 0.7468 -1.3923  0.0144
C12 -3.9236 -1.3140 -1.1156  -0.0016
H19 3.8994 -5.2595 -1.8600  0.0812
H20 -2.3043 -0.8867 -4.9851  0.0319
H21 4.0872 -0.4463 4.0515  0.1102
H22 -3.3256 1.7233 1.1799  0.0886
H23 -1.5297 -2.7889 -1.9198  0.0568
H24 1.1055 0.8408 -4.3240  0.0163
H25 -2.6392 2.7404 -4.9342  0.0175
B1 3.4612 -1.3648 -0.5308  -0.5086
C13 -1.0349 -3.4985 -1.2627  -0.0086
C14 2.6198 -3.6597 -1.3171  -0.2639
C15 5.6844 -0.8326 1.5428  -0.0160
C16 -1.7305 2.1583 -5.0936  -0.2440
Ge1 -1.5086 2.1200 -1.3534  0.9362
C17 -2.5978 -0.5409 -3.9898  -0.2389
C18 3.9997 1.6790 -2.5717  0.0227
O3 -1.0909 2.1666 1.2035  -0.4329
N5 1.0445 -2.1322 -0.8975  0.0268
C19 3.9881 -4.2440 -1.4759  -0.0189
C20 5.7182 -0.2602 -2.3699  -0.0139
C21 4.4179 0.4389 -2.1263  -0.2630
H26 5.5683 -1.2296 -2.8475  0.0812
C22 4.2284 -0.8053 1.8778  -0.2655
C23 -1.5565 4.0538 -1.7398  -0.3304
H27 0.7465 -0.5382 -3.2803  -0.0052
C24 0.4432 -3.2849 -1.2179  -0.3098
H28 -3.9141 2.1913 -3.0476  0.0740
O4 0.4383 4.0378 0.6620  -0.2918
Ge2 -1.3732 0.9082 -3.6413  0.7156
H29 1.3507 3.5793 3.2888  0.0827
H30 -1.8551 1.5415 -5.9912  0.0259
C25 -6.2034 1.7275 -0.6038  -0.0919
H31 2.3398 3.7738 -2.8587  0.0943
C26 -2.4175 6.2245 -1.0598  -0.0810
C27 -5.2287 -2.0481 0.7858  -0.6656
H32 -2.7751 4.4138 0.0042  0.0994
H33 -1.9256 7.8904 -2.3310  0.0986
H34 0.1607 -0.5286 -4.9459  0.0261
C28 -5.3491 1.6670 0.4891  -0.0800
H35 -3.6396 -0.2131 -4.0219  0.0282
H36 -0.3713 4.0859 3.2476  0.0790
H37 6.2673 -0.6734 2.4489  0.0814
H38 -2.9870 6.8243 -0.3582  0.1012
C29 -1.8234 6.8238 -2.1668  -0.0931
S1 0.2319 2.8321 1.4123  0.4185
H39 -2.1103 -1.3298 3.0633  0.1402
C30 -2.2871 4.8609 -0.8560  -0.1125
C31 0.3254 3.2629 3.0935  -0.1255
C32 -5.6732 1.9138 -1.8754  -0.0806
N6 3.2631 -0.9848 0.9631  0.0328
H40 -6.3306 1.9795 -2.7352  0.1016
H41 1.5144 3.4745 -1.3262  0.0645
O5 -1.6821 -0.6210 -0.7984  -0.2735
C33 -3.9724 1.7747 0.3115  -0.1107
C34 -0.9585 4.6759 -2.8340  -0.1283
C35 -2.7895 -1.0732 -0.2957  -0.3682
H42 4.5423 -1.8676 -0.6589  0.1067
Y1 0.3866 0.1090 -0.0946  1.4628
H43 -5.9544 -1.9346 -1.2366  0.1138
H44 5.9419 -0.0438 0.8337  0.0783
H45 0.9232 2.7403 -2.8097  0.0135
C36 -3.4233 1.9429 -0.9609  -0.3443
C37 -4.1701 -1.8365 1.6078  -0.0609
C38 0.3489 0.1006 -4.0701  -0.2370
H46 1.2079 -5.2909 -1.7758  0.1123
H47 -0.9054 2.8472 -5.2601  0.0095
H48 1.6027 -0.4855 4.8439  0.0820

Cartesian forces (eV/Å) of the 3 atoms listed first:
-0.20 0.16 -0.03
0.28 -0.02 0.21
0.02 0.08 -0.03

Calculated values
**Relative energy (zero: lowest compared OMol25 entry of this formula, charge and spin)**: 115.1 kJ/mol
**Spin multiplicity**: 2



Below is a structure of composition C38H48BClN15OS2W, with properties calculated with wB97M-V/def2-TZVPD.

Each line ends with the Löwdin charge.
Element x y z (Å)
C1 -7.8213 -1.9903 -1.9324  -0.6045
H1 -5.2443 3.7368 1.4811  0.1117
H2 -3.9410 5.3056 1.2880  0.0999
C2 0.9458 0.1226 -2.2795  -0.3058
C3 5.3820 -1.2089 0.1941  -0.2727
N1 0.8160 1.4337 0.9095  -0.0809
H3 -3.4340 5.9260 -0.2690  0.1035
H4 0.0685 -6.8051 -1.9577  0.1200
H5 3.9316 -1.1608 4.7340  0.1409
C4 -5.7544 1.1693 0.0587  -0.1175
N2 1.8863 -4.2695 -1.0101  -0.0255
H6 -5.0555 3.0931 -1.7670  0.0825
H7 5.9212 0.2746 1.6562  0.0798
H8 -0.3835 1.7735 -2.0779  0.0680
S1 4.7498 3.6901 -1.5038  1.1904
H9 0.8418 1.9719 -3.3178  0.1077
H10 -2.4914 3.4644 2.2156  0.1286
H11 -3.8320 0.4336 0.6970  0.1174
C5 0.6506 -4.8072 -1.2638  -0.1064
C6 -0.5087 1.1644 0.9149  -0.1081
H12 4.8216 3.7666 3.4060  0.1085
N3 1.4614 -2.6758 0.8628  0.0375
C7 4.0513 2.6987 0.7300  -0.3630
H13 3.5783 -7.8836 -1.1769  0.0896
H14 -0.9549 0.2268 0.6241  0.1559
C8 4.0675 2.1151 -1.4547  -0.6649
H15 3.7033 0.3710 -2.4302  0.1078
C9 4.4125 2.7822 3.2477  -0.2628
W1 2.5116 0.1158 0.5348  1.7420
C10 -7.6666 -0.7316 -2.5829  -0.0190
S2 4.3942 1.6287 4.5416  1.1928
C11 2.9789 -7.5368 -2.0178  -0.0082
C12 -6.9446 0.2434 -1.9632  0.0325
C13 0.4893 -0.4755 3.5939  -0.0194
H16 3.4396 -1.5403 3.1265  0.1096
H17 1.7698 3.2911 1.4847  0.1175
H18 3.6465 -7.3516 -2.8587  0.0899
H19 -2.2591 5.1658 0.7793  0.0838
C14 -3.5989 3.7744 -0.2745  -0.5028
H20 0.1464 -0.6358 -4.1883  0.1322
H21 4.7144 -4.2308 -0.8801  0.1252
H22 0.7560 -4.5911 1.3384  0.1478
C15 0.8240 -6.0936 -1.6768  0.0157
N4 -0.3024 3.2136 1.6538  0.1739
N5 3.6481 1.7458 -0.2309  -0.1101
B1 2.1684 -2.8958 -0.5226  -0.6259
H23 -0.2040 -3.3434 3.5768  0.1339
C16 -3.2926 5.1069 0.4338  -0.0163
C17 3.9674 2.2280 2.1100  -0.3605
N6 3.9968 -1.2497 0.1262  -0.0960
H24 -2.8569 1.7840 2.5353  0.1472
C18 2.2274 -6.2977 -1.6563  -0.3137
N7 3.6228 -0.8385 3.8286  0.1691
N8 3.6732 -2.5233 -0.3304  0.0567
C19 1.0303 -2.0407 -2.7243  0.0136
H25 0.9811 -3.0276 -3.1548  0.1478
N9 1.5650 -1.8488 -1.5250  0.0375
C20 4.6073 3.8080 0.2203  -0.2644
C21 0.8247 -3.5552 1.6284  0.0159
H26 -6.0646 -1.4056 0.9085  0.1372
C22 -3.7793 2.6115 0.7555  -0.4232
H27 -8.1449 -0.5722 -3.5391  0.1349
H28 -0.2510 -4.2321 -1.1263  0.1276
C23 5.8869 -2.4165 -0.2028  0.0499
C24 0.7507 -1.5917 2.6399  -0.3127
H29 -6.1581 2.0904 -0.3572  0.0991
N10 1.5637 -0.5083 -1.2325  -0.0958
H30 0.9629 0.4583 3.2951  0.0502
H31 7.2243 -0.2758 0.6103  0.1100
C25 -4.2063 1.2701 0.0976  -0.0686
N11 -1.1737 2.2087 1.3621  -0.0453
Cl1 -8.7403 -3.1724 -2.6446  0.9695
H32 -3.7831 1.1746 -0.9014  0.1103
H33 5.0154 4.6592 0.7402  0.1085
C26 0.8645 2.7266 1.3662  -0.1485
C27 4.7863 -3.2140 -0.5255  0.0334
H34 -2.3727 4.3067 -1.9596  0.1086
C28 -7.2099 -2.2411 -0.6674  -0.0265
C29 -6.3607 0.0278 -0.6854  -0.1128
H35 -0.5839 -0.3051 3.6875  0.0979
N12 3.9662 1.3400 -2.5295  0.1741
C30 3.7982 0.4301 3.4671  -0.6611
N13 3.5209 0.8949 2.2368  -0.1097
O1 -4.7690 2.9336 1.7264  -0.0012
H36 2.2942 -8.3335 -2.2983  0.0876
H37 0.8521 -0.7407 4.5865  0.1007
H38 -4.7448 4.8173 -1.7670  0.1060
C31 -2.4474 3.4844 -1.2472  -0.0404
C32 -4.8685 3.9514 -1.1184  -0.0283
H39 6.0149 0.8365 -0.0173  0.0795
H40 -2.6070 2.5750 -1.8299  0.0750
H41 6.9231 -2.7001 -0.2583  0.1379
H42 -6.8498 1.2175 -2.4250  0.1353
C33 0.3480 -2.9061 2.7635  0.0400
H43 1.2727 2.1508 -1.6117  0.0523
C34 0.6648 1.5855 -2.3152  -0.0129
H44 4.3642 1.6260 -3.4117  0.1401
H45 -1.4834 3.4279 -0.7435  0.0600
C35 -6.4925 -1.2486 -0.0729  0.0236
H46 -7.3571 -3.2037 -0.1990  0.1313
C36 6.1668 -0.0233 0.6365  0.0145
N14 2.8532 -5.2075 -1.2569  0.1207
H47 -6.0940 1.1087 1.0944  0.1435
N15 1.4527 -1.4487 1.4741  -0.0948
C37 -2.5865 2.4895 1.7499  -0.0026
C38 0.6188 -0.8142 -3.2384  0.0382
H48 -5.7633 4.1415 -0.5212  0.1010

Cartesian forces (eV/Å) of the 3 atoms listed first:
0.08 0.08 0.07
0.06 -0.01 0.05
-0.02 0.02 -0.01

Calculated values
**Total charge**: +4
**Spin multiplicity**: 2



One value per record, in order, for calculated total energy: -7257.25616; -3720.79795 hartree.